The following is a DFT calculation (wB97M-V/def2-TZVPD) of an isolated molecule of C5H5NO at a distorted geometry.

Structure (XYZ):
```
12
Properties=species:S:1:pos:R:3:nbo_charge:R:1
C 1.67601 -0.24800 0.12777 -0.6583
C 0.21329 -0.17913 -0.14340 -0.0595
C -0.79753 -0.99970 -0.10278 -0.2617
C -1.92391 -0.11599 -0.01143 0.1054
N -1.68357 1.10377 0.15220 -0.4695
C -0.25753 1.23852 -0.15475 0.6239
O 0.19227 2.34773 -0.09560 -0.4476
H 2.04367 0.61087 0.80968 0.2542
H 2.02019 -1.23155 0.46683 0.2291
H 2.35937 0.01582 -0.85150 0.2377
H -0.82627 -2.13373 -0.39806 0.2465
H -3.01600 -0.40861 0.20105 0.1998
```

Its relative energy (zero: lowest compared OMol25 entry of this formula, charge and spin) is 55.5 kcal/mol. The value obtained for the HOMO energy is -9.650 eV. Its net charge is 0. The SMILES is CC1=CC=NC1=O. For the maximum force, the calculation gives 5.127 eV/A. The calculation puts the HOMO-LUMO gap at 8.53 eV.